C5H7NO4 in the gas phase. Source: the Open Molecules 2025 dataset; level of theory: ωB97M-V/def2-TZVPD.

The geometry in XYZ format:
```
17
C5H7NO4, DFT ωB97M-V/def2-TZVPD
C 2.19 -0.51 1.20
O 1.63 0.92 0.97
C 0.77 0.95 -0.03
O 0.95 1.48 -1.06
C -0.62 0.37 0.43
C -0.75 -1.08 -0.23
O -1.30 -0.83 -1.55
C -1.75 0.36 -1.58
O -2.42 0.84 -2.57
N -1.65 1.02 -0.35
H 2.24 -0.73 0.15
H 3.05 -0.54 1.77
H 1.62 -1.27 1.28
H -0.77 0.30 1.69
H -1.36 -1.73 0.35
H 0.00 -1.66 -0.19
H -1.85 2.12 -0.27
```

Output
ΔE to the lowest compared entry with this formula, charge and spin: 77.7 kcal/mol
electronic energy: -550.31424 Eh
HOMO-LUMO gap: 10.03 eV
SMILES: COC(=O)[C@@H]1COC(=O)N1

C6H10OS in the gas phase. Source: the Open Molecules 2025 dataset; level of theory: ωB97M-V/def2-TZVPD.

The geometry in XYZ format:
```
18
C6H10OS, DFT ωB97M-V/def2-TZVPD
C 2.39 -1.29 0.28
C 1.26 -1.02 -0.36
C 0.24 0.00 0.05
C 0.31 1.16 -0.96
O -0.69 2.11 -0.57
C -1.21 -0.60 0.12
C -2.03 -0.15 1.24
S -1.70 -1.67 -1.04
H 2.72 -0.80 1.24
H 3.10 -1.96 -0.21
H 1.11 -1.44 -1.30
H 0.47 0.51 1.00
H 1.32 1.64 -0.95
H 0.07 0.72 -1.96
H -0.59 2.84 -1.19
H -3.03 -0.50 1.07
H -1.63 -0.50 2.20
H -2.10 0.94 1.34
```

Output
ΔE to the lowest compared entry with this formula, charge and spin: 39.8 kcal/mol
electronic energy: -707.98692 Eh
HOMO-LUMO gap: 8.61 eV
SMILES: C=C[C@@H](CO)C(C)=S

C11H7BrN2O3 in the gas phase. Source: the Open Molecules 2025 dataset; level of theory: ωB97M-V/def2-TZVPD.

The geometry in XYZ format:
```
24
C11H7BrN2O3, DFT ωB97M-V/def2-TZVPD
N 3.32 2.55 3.53
C 2.68 1.75 2.67
N 3.33 0.69 2.32
C 2.36 0.01 1.60
O 2.67 -0.87 0.80
C 1.15 0.78 1.53
C -0.12 0.50 0.99
Br -1.58 1.72 1.07
C -0.41 -0.78 0.38
O -0.25 -1.80 1.06
C -1.11 -0.90 -0.98
C -1.25 0.21 -1.84
C -1.91 0.10 -3.06
C -2.53 -1.14 -3.38
C -2.40 -2.25 -2.54
C -1.66 -2.15 -1.35
O 1.39 1.90 2.26
H 2.62 3.08 4.02
H 3.94 1.98 4.13
H -0.78 1.14 -1.63
H -2.04 0.94 -3.75
H -3.06 -1.24 -4.29
H -2.78 -3.21 -2.87
H -1.57 -3.00 -0.66
```

Output
ΔE to the lowest compared entry with this formula, charge and spin: 0.1 kcal/mol
electronic energy: -3332.58150 Eh
HOMO-LUMO gap: 8.54 eV
SMILES: NC1=NC(=O)/C(=C(/Br)C(=O)c2ccccc2)O1

4 unconnected molecules or ions with the total composition C25H24BBrF27IN3O7S. Source: the Open Molecules 2025 dataset; level of theory: ωB97M-V/def2-TZVPD.

The geometry in XYZ format:
```
90
C25H24BBrF27IN3O7S, DFT ωB97M-V/def2-TZVPD
C -3.36 2.13 4.02
C -2.63 3.11 2.87
C -1.06 2.82 2.37
S -0.11 1.35 3.04
O 0.11 1.38 4.58
O 1.27 1.10 2.39
C -1.14 -0.21 2.64
F -0.27 -1.14 1.83
F -2.32 0.09 1.80
F -1.47 -0.93 3.91
C -0.45 3.91 1.26
C 1.09 3.82 0.70
C 2.09 4.18 1.99
O 1.53 4.92 2.97
I 4.16 3.46 2.10
C -1.54 5.10 0.84
Br -0.92 6.53 -0.47
N -2.93 5.21 1.35
N -3.34 4.28 2.25
B -4.81 4.45 2.74
O -5.07 5.75 3.44
N -5.91 3.44 2.49
C -6.61 3.63 1.17
C -6.87 3.32 3.65
H -2.63 1.31 4.44
H -3.72 2.76 4.97
H -4.29 1.58 3.50
H 1.32 4.64 -0.13
H 1.37 2.76 0.27
H -5.33 6.37 2.67
H -6.25 4.65 0.71
H -6.22 2.76 0.46
H -7.78 3.66 1.23
H -7.11 4.32 4.22
H -7.93 2.88 3.30
H -6.46 2.53 4.45
C -0.14 -4.05 -0.17
C 0.62 -5.15 0.60
C 2.13 -4.99 0.61
F 2.66 -5.03 -0.64
F 2.72 -6.00 1.31
F 0.25 -6.36 0.11
F 0.17 -5.12 1.89
O -0.53 -4.37 -1.50
C 0.46 -4.13 -2.50
C 0.90 -5.42 -3.22
F 1.42 -6.32 -2.35
F 1.87 -5.16 -4.14
F 1.50 -3.46 -1.95
F -0.10 -3.28 -3.39
H -1.09 -3.91 0.36
H 0.35 -3.07 -0.10
H 2.43 -4.05 1.08
H 0.06 -5.89 -3.72
C 8.78 5.15 1.18
C 7.59 4.28 0.77
C 7.95 3.04 -0.04
F 8.55 3.35 -1.22
F 6.84 2.33 -0.36
F 6.68 5.05 0.11
F 6.97 3.87 1.91
O 9.04 6.29 0.36
C 9.84 6.04 -0.79
C 9.10 6.32 -2.11
F 7.99 5.54 -2.22
F 9.88 6.05 -3.18
F 10.35 4.79 -0.73
F 10.91 6.88 -0.69
H 8.52 5.58 2.16
H 9.69 4.57 1.37
H 8.62 2.38 0.52
H 8.78 7.36 -2.17
C -3.24 -6.14 -2.43
C -4.67 -5.69 -2.09
C -5.73 -6.79 -2.18
F -5.84 -7.29 -3.43
F -6.95 -6.30 -1.85
F -5.00 -4.62 -2.86
F -4.65 -5.23 -0.80
O -2.80 -5.86 -3.76
C -3.16 -6.83 -4.74
C -4.07 -6.27 -5.83
F -5.23 -5.79 -5.30
F -4.42 -7.22 -6.73
F -3.68 -7.92 -4.12
F -1.98 -7.25 -5.29
H -2.57 -5.55 -1.79
H -3.05 -7.18 -2.14
H -5.51 -7.61 -1.49
H -3.59 -5.45 -6.36
```

Output
electronic energy: -7648.40119 Eh
HOMO-LUMO gap: 6.47 eV
net charge: +1

9 unconnected molecules or ions with the total composition C24H71N13O9. Source: the Open Molecules 2025 dataset; level of theory: ωB97M-V/def2-TZVPD.

The geometry in XYZ format:
```
117
C24H71N13O9, DFT ωB97M-V/def2-TZVPD
C -21.44 21.95 17.30
O -21.84 22.64 16.18
C -21.36 22.06 14.97
C -21.66 23.11 13.86
C -21.35 22.68 12.47
N -21.08 24.48 14.11
H -22.29 21.27 17.38
H -21.50 22.58 18.18
H -20.43 21.55 17.31
H -20.31 21.81 15.11
H -21.88 21.19 14.57
H -22.74 23.18 13.84
H -20.28 22.54 12.31
H -21.59 23.49 11.77
H -21.95 21.84 12.10
H -20.08 24.43 14.26
H -21.46 24.77 15.00
C -17.01 26.00 6.89
O -16.66 24.78 6.28
C -15.70 23.95 6.98
C -14.20 24.32 6.99
C -13.57 24.92 5.62
N -13.32 23.27 7.46
H -17.40 26.63 6.08
H -16.16 26.49 7.36
H -17.82 25.91 7.61
H -16.17 23.76 7.95
H -15.70 22.97 6.49
H -14.05 25.12 7.71
H -14.00 25.86 5.28
H -13.67 24.19 4.81
H -12.51 25.18 5.67
H -13.44 22.45 6.88
H -12.35 23.52 7.40
C -24.39 32.37 4.39
O -23.40 32.83 3.49
C -22.18 32.70 4.18
C -20.97 32.62 3.26
C -21.04 31.29 2.41
N -19.79 32.58 4.13
H -24.60 33.14 5.13
H -24.31 31.39 4.86
H -25.34 32.43 3.85
H -22.05 33.57 4.83
H -22.19 31.83 4.84
H -21.04 33.42 2.53
H -22.02 31.07 1.99
H -20.79 30.37 2.94
H -20.34 31.34 1.58
H -20.02 32.22 5.04
H -19.47 33.53 4.26
C -25.57 22.72 7.08
O -24.71 23.11 6.04
C -23.95 24.32 6.41
C -23.40 25.12 5.20
C -22.41 24.27 4.35
N -22.82 26.39 5.49
H -26.25 21.99 6.63
H -26.26 23.50 7.40
H -24.98 22.47 7.96
H -24.59 24.98 7.00
H -23.08 24.02 6.99
H -24.18 25.31 4.47
H -22.17 24.74 3.40
H -22.95 23.40 3.98
H -21.46 24.10 4.86
H -21.87 26.57 5.20
H -22.68 26.54 6.48
C -26.90 30.35 16.57
O -28.30 30.04 16.49
C -28.79 29.50 17.68
C -30.28 29.34 17.54
C -31.10 30.57 17.61
N -30.78 28.54 18.68
H -26.65 30.96 15.71
H -26.30 29.44 16.50
H -26.81 31.05 17.40
H -28.30 28.57 17.98
H -28.59 30.12 18.55
H -30.50 28.77 16.64
H -32.17 30.40 17.55
H -30.74 31.24 16.83
H -30.91 31.11 18.54
H -30.11 27.92 19.12
H -30.91 29.15 19.47
N -29.09 26.38 10.52
C -28.76 27.34 11.33
N -28.35 26.92 12.45
O -28.65 28.51 11.03
H -29.26 26.55 9.54
H -29.08 25.45 10.91
H -28.22 27.65 13.13
H -27.99 25.98 12.57
N -20.01 31.94 15.89
C -20.56 31.37 14.86
N -20.11 30.16 14.88
O -21.20 31.91 14.05
H -19.24 31.43 16.30
H -20.19 32.93 16.02
H -20.31 29.65 14.04
H -19.47 29.79 15.58
N -23.70 28.38 11.17
C -23.42 28.78 9.98
N -24.37 29.58 9.53
O -22.34 28.62 9.41
H -24.61 28.47 11.60
H -23.11 27.66 11.56
H -24.27 30.07 8.65
H -25.25 29.63 10.01
N -15.93 27.94 11.63
C -16.90 27.17 12.00
N -18.01 27.37 11.39
O -16.76 26.30 12.79
H -16.09 28.43 10.76
H -15.04 27.76 12.08
H -18.18 28.11 10.72
H -18.76 26.76 11.69
```

Output
ΔE to the lowest compared entry with this formula, charge and spin: 148.9 kcal/mol
electronic energy: -2345.86536 Eh
HOMO-LUMO gap: 8.97 eV
SMILES: COC[C@H](C)N.COC[C@H](C)N.COC[C@H](C)N.COC[C@H](C)N.COC[C@H](C)N.NC(N)=O.NC(N)=O.NC(N)=O.NC(N)=O

C5H7N in the gas phase. Source: the Open Molecules 2025 dataset; level of theory: ωB97M-V/def2-TZVPD.

The geometry in XYZ format:
```
13
C5H7N, DFT ωB97M-V/def2-TZVPD
C -0.02 1.61 0.33
C -0.91 0.72 -0.11
C -0.93 -0.67 0.48
C 0.37 -1.28 -0.04
C 1.34 -0.38 -0.64
N 0.68 -1.02 -1.50
H 0.23 2.50 -0.23
H 0.54 1.42 1.24
H -1.42 0.87 -1.05
H -0.93 -0.63 1.57
H -1.80 -1.27 0.16
H 0.72 -2.23 0.35
H 2.13 0.35 -0.56
```

Output
ΔE to the lowest compared entry with this formula, charge and spin: 73.7 kcal/mol
electronic energy: -249.35584 Eh
HOMO-LUMO gap: 10.58 eV
SMILES: C=CC[C@@H]1C=N1

4 unconnected molecules or ions with the total composition C21H51ClNO9P2. Source: the Open Molecules 2025 dataset; level of theory: ωB97M-V/def2-TZVPD.

The geometry in XYZ format:
```
85
C21H51ClNO9P2, DFT ωB97M-V/def2-TZVPD
C 0.03 2.72 2.79
C -0.28 2.62 1.31
N 0.05 1.25 0.75
C 0.98 1.37 -0.41
C 1.24 -0.03 -0.92
P 2.58 0.03 -2.16
O 2.70 1.40 -2.64
O 2.27 -1.08 -3.25
O 3.89 -0.50 -1.40
O 0.05 -0.52 -1.50
C -0.99 -0.74 -0.55
C -2.26 -0.86 -1.40
C -3.57 -1.03 -0.62
C -4.48 0.20 -0.66
O -4.24 -2.13 -1.25
P -0.67 -2.33 0.50
O -1.90 -3.30 0.14
Cl 0.86 -3.16 -0.62
C -1.18 0.43 0.45
H -0.09 3.76 3.08
H -0.67 2.15 3.41
H 1.06 2.45 3.00
H -1.33 2.84 1.12
H 0.30 3.35 0.76
H 0.57 0.77 1.49
H 0.56 1.99 -1.19
H 1.91 1.82 -0.06
H 1.53 -0.68 -0.08
H 3.02 -1.65 -3.38
H 3.68 -0.96 -0.58
H -2.13 -1.64 -2.15
H -2.31 0.08 -1.97
H -3.36 -1.34 0.40
H -5.03 0.28 0.28
H -5.23 0.07 -1.44
H -3.96 1.14 -0.80
H -4.94 -2.43 -0.66
H -2.00 -3.46 -0.81
H -1.96 1.11 0.12
H -1.48 0.00 1.41
C 5.70 -4.78 2.10
C 4.70 -3.89 1.38
O 4.86 -2.50 1.64
C 6.14 -1.97 1.31
C 6.54 -2.13 -0.15
H 5.64 -4.63 3.17
H 5.48 -5.83 1.88
H 6.72 -4.59 1.78
H 3.69 -4.13 1.71
H 4.73 -4.08 0.30
H 6.91 -2.40 1.96
H 6.08 -0.91 1.56
H 6.63 -3.17 -0.44
H 7.50 -1.65 -0.32
H 5.80 -1.66 -0.81
C 1.97 7.68 -4.74
C 2.62 7.32 -3.41
O 1.89 6.37 -2.65
C 1.70 5.11 -3.26
C 2.97 4.36 -3.61
H 0.96 8.05 -4.58
H 2.55 8.45 -5.24
H 1.91 6.82 -5.41
H 2.66 8.21 -2.78
H 3.65 6.99 -3.56
H 1.05 5.20 -4.14
H 1.13 4.53 -2.52
H 3.57 4.89 -4.35
H 2.73 3.38 -4.01
H 3.59 4.22 -2.72
C -5.48 -2.00 4.49
C -6.51 -1.82 3.39
O -6.18 -2.51 2.19
C -6.06 -3.92 2.29
C -7.31 -4.62 2.77
H -4.49 -1.67 4.16
H -5.77 -1.41 5.36
H -5.39 -3.03 4.81
H -6.57 -0.77 3.11
H -7.50 -2.11 3.74
H -5.20 -4.18 2.92
H -5.82 -4.26 1.28
H -7.59 -4.33 3.78
H -7.15 -5.70 2.78
H -8.15 -4.40 2.12
```

Output
electronic energy: -2705.38640 Eh
HOMO-LUMO gap: 8.51 eV
net charge: +1

2 unconnected molecules or ions with the total composition C3H7NO. Source: the Open Molecules 2025 dataset; level of theory: ωB97M-V/def2-TZVPD.

The geometry in XYZ format:
```
12
C3H7NO, DFT ωB97M-V/def2-TZVPD
C 0.94 -1.78 1.09
C -0.27 -2.12 0.65
O -1.36 -1.29 0.72
H 1.62 -2.53 1.50
H 1.10 -0.76 1.38
H -0.43 -3.06 0.12
H -2.07 -1.78 1.16
C 0.29 2.84 -1.01
N 0.14 2.51 -2.22
H 1.14 3.49 -0.80
H -0.35 2.48 -0.21
H -0.74 2.01 -2.37
```

Output
ΔE to the lowest compared entry with this formula, charge and spin: 71.1 kcal/mol
electronic energy: -248.41323 Eh
HOMO-LUMO gap: 10.10 eV
SMILES: C=CO.C=N